# 1
Molecular formula: H29O14
Method: DFT, ωB97M-V/def2-TZVPD

Properties
* total charge: +1
* orbital gap: 10.55 eV
* energy: -29128.2508 eV
* F_max: 2.648 eV/A
* multiplicity: 1
* energy relative to the best compared isomer or geometry (same formula, charge and spin): 4.369 eV

The geometry in XYZ format:
```
43
Properties=species:S:1:pos:R:3:mulliken_charge:R:1
O -1.9050 -1.3804 4.7844 -0.61
H -1.2422 -1.1258 4.1286 0.28
O 1.2391 -3.5183 0.6162 -0.57
H 1.8610 -3.4153 -0.1357 0.27
H 1.9994 -4.0379 0.9459 0.28
O 0.9276 0.9846 -0.2846 -0.54
H 0.1928 0.7740 0.3233 0.46
H 1.6940 0.4834 0.0092 0.26
O -4.0689 1.9847 0.0825 -0.65
H -3.4858 2.3571 0.7442 0.32
H -5.0080 2.0873 0.2826 0.30
O 2.9391 0.7114 2.9588 -0.61
H 3.6201 1.2801 2.6284 0.28
H 2.9709 -0.2473 2.9615 0.32
O 3.5543 -2.0358 0.6227 -0.55
H 4.1746 -2.6220 1.0643 0.29
H 3.9248 -1.2520 0.2092 0.32
O -2.5069 -1.1415 -3.4794 -0.51
H -3.4380 -1.3480 -3.4482 0.27
H -2.0347 -1.6417 -4.1519 0.28
O 3.5940 0.1471 -0.9133 -0.62
H 3.2197 0.1802 -1.7891 0.27
H 4.1676 0.9034 -0.7805 0.28
O -2.4640 2.2809 -1.9970 -0.52
H -2.9713 1.9783 -1.1712 0.51
H -1.6239 2.5974 -1.3369 0.38
O -0.3581 3.2179 -1.1289 -0.59
H -0.0104 4.0681 -1.4010 0.33
H 0.3775 2.5699 -1.0482 0.36
O -0.2915 -0.4612 1.5939 -0.64
H -0.3065 0.0596 -2.2239 0.24
H -0.0611 -0.2140 2.4978 0.30
O 1.1273 -2.2498 3.9152 -0.53
H 1.1828 -3.1854 4.1986 0.30
H 0.1682 -2.3684 3.7668 0.24
O -1.0592 1.1224 -4.5035 -0.57
H -1.8169 1.1404 -5.1071 0.32
H -1.3611 1.8698 -3.9793 0.30
O -1.0534 0.2987 -1.6689 -0.67
H -1.6256 -0.4828 -1.6670 0.31
H -2.2525 1.3094 -2.3289 0.56
H -2.3679 -0.5294 4.7662 0.30
H 0.3782 -1.1487 1.4441 0.26
```

# 2
Molecular formula: H2INS
Method: DFT, ωB97M-V/def2-TZVPD

Properties
* orbital gap: 7.95 eV
* energy: -20454.5862 eV
* F_max: 3.269 eV/A
* multiplicity: 1
* energy relative to the best compared isomer or geometry (same formula, charge and spin): 3.688 eV

The geometry in XYZ format:
```
5
Properties=species:S:1:pos:R:3:mulliken_charge:R:1
N 1.4721 0.0510 0.4282 -0.31
S 0.2014 0.8219 0.4633 0.09
I -1.6473 -1.0794 -0.5447 -0.05
H -0.3560 -1.8525 0.1298 0.16
H 0.3297 2.0590 -0.4765 0.12
```

# 3
Molecular formula: H2INS
Method: DFT, ωB97M-V/def2-TZVPD

Properties
* orbital gap: 7.98 eV
* energy: -20456.4503 eV
* F_max: 3.774 eV/A
* multiplicity: 1
* energy relative to the best compared isomer or geometry (same formula, charge and spin): 1.824 eV

The geometry in XYZ format:
```
5
Properties=species:S:1:pos:R:3:mulliken_charge:R:1
N -0.5421 -0.4695 -0.2094 -0.42
S 0.5162 0.6875 -0.1783 0.05
I 3.0569 -0.0161 0.0518 -0.12
H -0.8710 -0.3974 -1.2903 0.25
H 0.5321 0.8356 1.2583 0.25
```

# 4
Molecular formula: H2IOP
Method: DFT, ωB97M-V/def2-TZVPD

Properties
* orbital gap (spin up / spin down): 6.74 / 5.83 eV
* energy: -19465.0179 eV
* F_max: 1.818 eV/A
* multiplicity: 3
* energy relative to the best compared isomer or geometry (same formula, charge and spin): 2.797 eV

The geometry in XYZ format:
```
5
Properties=species:S:1:pos:R:3:mulliken_spin:R:1
O -0.5832 0.2680 -1.3421 0.82
P 1.0381 0.3066 0.0136 0.98
I 0.5401 -1.6613 1.3052 0.18
H -1.3277 -0.0751 -0.8585 -0.03
H 0.3328 1.1617 0.8818 0.05
```

# 5
Molecular formula: H2LiO
Method: DFT, ωB97M-V/def2-TZVPD

Properties
* total charge: +1
* orbital gap: 14.60 eV
* energy: -2278.3676 eV
* F_max: 7.434 eV/A
* multiplicity: 1
* energy relative to the best compared isomer or geometry (same formula, charge and spin): 0.966 eV

The geometry in XYZ format:
```
4
Properties=species:S:1:pos:R:3:mulliken_charge:R:1
O 1.5999 1.6607 1.6484 -0.66
H 2.0920 2.2364 2.2766 0.39
H 1.4563 0.8214 2.1416 0.39
Li 1.1844 1.9749 0.3116 0.87
```

# 6
Molecular formula: H2N2O2S
Method: DFT, ωB97M-V/def2-TZVPD

Properties
* orbital gap (spin up / spin down): 8.24 / 7.84 eV
* energy: -17938.0765 eV
* F_max: 5.577 eV/A
* multiplicity: 1
* energy relative to the best compared isomer or geometry (same formula, charge and spin): 2.497 eV

The geometry in XYZ format:
```
7
Properties=species:S:1:pos:R:3:mulliken_charge:R:1
N -0.4592 0.1836 -0.1422 -0.29
N 0.6279 -0.4780 -0.0476 0.19
O -2.8419 0.6526 0.1616 -0.40
O 1.8687 0.2932 0.0871 -0.49
S -2.0451 -0.4577 -0.1496 0.35
H 1.0297 -1.2667 -0.5766 0.28
H 1.8199 1.0731 0.6673 0.35
```

# 7
Molecular formula: H2N2O2S2
Method: DFT, ωB97M-V/def2-TZVPD

Properties
* orbital gap (spin up / spin down): 8.76 / 8.76 eV
* energy: -28775.2219 eV
* F_max: 4.000 eV/A
* multiplicity: 1
* energy relative to the best compared isomer or geometry (same formula, charge and spin): 0.544 eV

The geometry in XYZ format:
```
8
Properties=species:S:1:pos:R:3:mulliken_charge:R:1
N -0.0035 -0.2656 1.4014 -0.41
N -1.0066 -0.2447 -1.3374 -0.50
O 1.2759 -1.1743 -1.3099 -0.42
O 1.3967 1.8023 1.6130 -0.49
S 0.5433 -0.0985 -0.7698 0.71
S 0.6170 0.7665 2.3077 0.50
H -1.6106 0.3791 -0.8113 0.32
H -1.2120 -1.1647 -1.0938 0.29
```

# 8
Molecular formula: H2N2O3
Method: DFT, ωB97M-V/def2-TZVPD

Properties
* orbital gap: 9.98 eV
* energy: -9148.5079 eV
* F_max: 6.590 eV/A
* multiplicity: 1
* energy relative to the best compared isomer or geometry (same formula, charge and spin): 1.731 eV

The geometry in XYZ format:
```
7
Properties=species:S:1:pos:R:3:mulliken_charge:R:1
O -1.5799 -1.1559 0.8428 -0.43
N -0.9584 -0.0308 0.9340 -0.01
N -0.1845 0.2271 -0.0420 0.51
O 0.1802 -0.5896 -1.0398 -0.41
O 0.8418 1.0470 0.4305 -0.42
H 0.0804 -0.0369 -1.9910 0.40
H 1.6204 0.5392 0.8654 0.36
```

# 9
Molecular formula: H2N2O3
Method: DFT, ωB97M-V/def2-TZVPD

Properties
* orbital gap: 10.95 eV
* energy: -9150.0934 eV
* F_max: 3.973 eV/A
* multiplicity: 1
* energy relative to the best compared isomer or geometry (same formula, charge and spin): 0.145 eV

The geometry in XYZ format:
```
7
Properties=species:S:1:pos:R:3:mulliken_charge:R:1
N -2.1384 -1.1011 -0.4750 -0.32
N -1.9407 -0.1536 0.0692 0.80
O -1.6604 0.8209 0.6271 -0.49
O 1.1347 0.3587 0.5191 -0.30
O 1.5219 -0.3533 -0.5553 -0.35
H 1.8444 0.2283 1.1321 0.31
H 1.2385 0.2002 -1.3171 0.33
```

# 10
Molecular formula: H2N2O3S
Method: DFT, ωB97M-V/def2-TZVPD

Properties
* orbital gap: 7.68 eV
* energy: -19986.2498 eV
* F_max: 4.753 eV/A
* multiplicity: 1
* energy relative to the best compared isomer or geometry (same formula, charge and spin): 1.640 eV

The geometry in XYZ format:
```
8
Properties=species:S:1:pos:R:3:mulliken_charge:R:1
N 1.5684 -1.4854 0.1621 -0.45
N 1.8811 -0.4876 -0.3109 0.36
O -1.4849 -0.1666 0.6288 -0.37
O -3.3394 0.8774 -0.5210 -0.38
O 1.1888 0.8263 -0.0368 -0.52
S -2.8386 -0.2673 0.2750 0.67
H 2.7148 0.0700 -0.6879 0.29
H 0.3099 0.6332 0.4907 0.40
```

# 11
Molecular formula: H2N2O3S2
Method: DFT, ωB97M-V/def2-TZVPD

Properties
* orbital gap: 9.78 eV
* energy: -30822.2836 eV
* F_max: 4.345 eV/A
* multiplicity: 1
* energy relative to the best compared isomer or geometry (same formula, charge and spin): 0.770 eV

The geometry in XYZ format:
```
9
Properties=species:S:1:pos:R:3:mulliken_charge:R:1
N 1.6873 1.6357 -1.2855 -0.48
N -1.1353 -1.8423 2.5260 -0.39
O 0.8477 -0.6603 -1.9506 -0.43
O -0.7656 1.1539 -1.7472 -0.49
O -0.3431 -0.4969 0.5296 -0.44
S 0.5662 0.6251 -1.4617 1.08
S -1.0422 -1.6767 1.0158 0.56
H 1.1394 2.5265 -0.9335 0.30
H -0.9545 -1.2650 3.3070 0.28
```

# 12
Molecular formula: H2N2O4P
Method: DFT, ωB97M-V/def2-TZVPD

Properties
* total charge: -1
* orbital gap (spin up / spin down): 5.27 / 7.23 eV
* energy: -20487.4760 eV
* F_max: 6.536 eV/A
* multiplicity: 3
* energy relative to the best compared isomer or geometry (same formula, charge and spin): 3.456 eV

The geometry in XYZ format:
```
9
Properties=species:S:1:pos:R:3:mulliken_spin:R:1
N -1.2439 -0.2815 0.4994 0.00
N 0.6705 0.0615 -1.1081 0.29
O 0.1050 -1.0130 -1.5159 0.18
O 0.1451 1.8942 0.7151 0.00
O 1.5050 0.6148 -1.7211 0.27
O 1.7501 -0.6117 1.2996 1.12
P 0.2230 0.4543 0.5364 0.14
H -2.0329 0.1615 1.0364 0.00
H -1.1218 -1.2802 0.2582 0.00
```